Entry 1:
A 2-piece molecular cluster, C3H6O2 overall, computed with ωB97M-V with the def2-TZVPD basis set.

Element x y z (Å)
C -0.49977 -1.45673 0.10563
H 0.26947 0.89849 -1.73431
O -1.25361 -2.40225 -0.05647
H 1.69911 0.27412 0.02976
C -0.94411 -0.16419 0.54448
O -0.13706 0.86215 0.77337
H 0.59291 -1.57280 -0.07198
H -0.34746 0.46678 -1.69592
H 1.48621 2.01824 0.76521
H -1.95821 0.02063 0.86996
C 1.09252 1.05557 0.47026

Energy above the lowest of the compared OMol25 structures with the same formula, charge and spin, kcal per mole: 115.04
M, g/mol: 74.079
E_HOMO (alpha / beta), eV: -8.401 / -8.544
HOMO-LUMO gap (alpha / beta), eV: 7.7 / 8.3
Multiplicity: 1

---

Entry 2:
C45H53Cl2GeN5O2ReSi as an isolated structure, computed with ωB97M-V with the def2-TZVPD basis set.

Element x y z (Å)
C 3.02411 -1.15031 -4.96329
H 1.21213 -4.93115 -0.98656
H 6.89226 0.01134 0.60436
H 2.95811 -1.61380 -5.94678
H 3.37245 1.71571 1.13459
H -4.69987 0.02510 -2.22829
H 4.21886 2.90083 -1.11101
C 1.96800 -2.09845 5.86293
C -3.94162 -0.03245 -3.00314
C -3.62540 3.53009 -0.42442
C -1.09670 -2.92517 -2.41937
H -1.45537 4.79560 1.21993
H -2.11509 1.07435 2.68652
H 4.37549 -0.95018 -2.51159
Re 0.11154 -0.37033 1.20262
C -1.09125 -1.95618 -1.43096
H -0.66283 0.59370 -3.61215
H 2.14213 0.10789 -2.57481
H 5.21819 -0.11449 1.10494
H -1.78251 -2.80609 -3.24783
N -2.20352 -0.55150 1.34754
H 2.09137 -0.60647 -4.79682
Ge 2.42641 -0.31213 -0.10622
C -3.02673 -2.52518 2.76869
H -3.53037 -2.10384 0.73059
C 1.08202 -3.23504 1.08635
H 2.43260 -2.89345 -3.83933
O 1.82613 -4.12445 1.38775
H 1.38036 -1.41262 -2.15710
C -0.69899 4.11886 1.59513
C -2.06111 -0.15286 -5.03936
H -3.68454 0.23035 4.36359
C -0.34172 0.73028 -0.66163
C -4.12530 -1.67572 3.39079
H -3.51925 1.06390 0.98016
C 1.03475 2.27902 2.50224
C -3.30296 5.58780 -1.62623
H -2.13928 -2.56416 3.40691
H 4.15169 -2.78934 -4.14575
H -1.32908 -0.18857 -5.83562
C 5.64012 1.59203 -0.18646
C 1.07745 -2.30822 3.26033
H 3.22473 -1.38590 0.65701
H 3.72658 -2.40291 -1.78662
C 1.64399 -3.35623 5.31935
C 2.27671 -0.80873 -1.99578
N 0.01931 1.84046 1.74619
H -5.04998 -1.82812 2.83092
H 4.19997 1.28636 -1.76774
H -4.71124 5.33664 -0.02750
O 2.83333 1.31377 3.71137
H -1.77744 -1.14042 -1.52462
N 1.14091 -0.04385 2.87981
C 4.27948 1.84723 -0.82966
C -3.72993 -0.18827 3.35742
C 1.81454 1.18695 3.10141
H -1.88721 -2.64585 0.96791
C 0.55626 -4.09452 -1.18626
N 0.63809 -2.20377 1.93249
C 1.28116 3.60017 2.79635
C 0.39834 4.55722 2.31634
C 1.21052 -3.46961 4.01389
H -1.59658 -0.45656 3.37039
H -4.15301 2.99837 0.35985
C -0.84542 2.76871 1.33231
C 1.39578 -1.07504 3.79074
H -3.35598 -3.55891 2.65210
C 3.09003 1.52729 0.09677
H -5.33103 -0.79927 -4.44562
H 0.05415 0.16801 -1.50644
Cl 2.50236 -1.96367 7.48669
H -0.18458 -4.75290 -3.09920
C -2.04389 3.63038 -2.22176
C -3.36953 -0.55361 -5.27855
H -4.47553 0.40230 2.82433
C -2.62899 0.36733 -2.74142
C -0.22668 -3.99645 -2.32734
C -1.69467 0.29696 -3.77910
C -2.35272 0.01706 2.74071
C -3.06372 0.26026 0.40194
H -3.55462 6.62700 -1.79045
C 5.86648 0.15571 0.26795
C -2.66248 -2.01821 1.38318
C 3.27576 -2.19374 -3.88185
C -2.66619 2.88783 -1.21216
H -1.70414 2.45347 0.77475
Cl 1.77201 -4.77494 6.26914
C 3.49444 -1.59810 -2.49128
H -1.31748 3.15846 -2.87628
H 0.97701 -4.44372 3.61623
H -3.65723 -0.90540 -6.26024
H 2.11551 -0.00299 5.53735
C -2.34750 4.96874 -2.42088
H 2.24926 2.18453 -0.13864
H 0.55086 5.60811 2.52081
H -1.85090 5.52456 -3.20514
H 5.68842 -0.55535 -0.54308
H 3.83517 -0.41981 -4.99755
C -4.30970 -0.49482 -4.25945
H 2.14291 3.83986 3.40438
H -3.90164 -0.34887 0.06361
C -3.94882 4.86493 -0.63354
H 6.41440 1.87768 -0.90091
C 0.46862 -3.09549 -0.24318
H -4.32476 -2.00228 4.40982
N -0.28366 -1.99245 -0.36948
C 1.85598 -0.95420 5.10207
Si -2.17506 1.08183 -1.07277
H 5.75534 2.26382 0.66920
H 0.23119 1.65818 -0.67146

Energy above the lowest of the compared OMol25 structures with the same formula, charge and spin, kcal per mole: 2.09
M, g/mol: 1053.761
⟨S²⟩: 0.78
E_HOMO (alpha / beta), eV: -13.202 / -13.260
HOMO-LUMO gap (alpha / beta), eV: 5.8 / 5.8
Net charge: +2
Multiplicity: 2

---

Entry 3:
One molecule with the formula C9H11BrOS, computed with ωB97M-V with the def2-TZVPD basis set.

Element x y z (Å)
H 1.30783 0.60464 -1.56306
S 1.36284 -1.61042 -0.28106
H 1.44945 2.68889 -1.85300
H 2.30808 -3.31723 1.12385
C 0.64352 1.16782 -0.95785
H 1.49605 -2.15874 1.90949
H 0.62141 -3.45893 1.19849
C -1.49339 -1.52572 -0.81763
H -1.43083 -0.95481 -1.68921
O 1.05258 -2.46795 -1.47358
Br -3.14175 -1.38603 0.13536
C -0.26859 -0.88078 0.19325
H -0.47023 -1.24187 1.21134
C -0.75381 2.90578 0.72705
H -1.06924 3.64117 1.51621
C -0.11381 0.57036 0.04546
C 1.39481 -2.81172 1.11575
H -1.47507 1.07044 1.58523
H 0.00822 4.41042 -0.45237
C 0.70028 2.52694 -1.15612
H -1.21063 -2.60189 -1.02127
C -0.89229 1.45309 0.83264
C -0.02543 3.37654 -0.32898

M, g/mol: 247.157
E_HOMO, eV: -9.141
HOMO-LUMO gap, eV: 9.8
Multiplicity: 1

---

Entry 4:
C14H16BF3O2 as an isolated structure, computed with ωB97M-V with the def2-TZVPD basis set.

Element x y z (Å)
H 1.26825 -1.36260 -0.85538
C 1.69924 -1.47202 3.75579
C 2.77924 0.47386 -1.99050
H 3.56681 -0.12970 -1.57459
H -4.86459 1.74526 -2.97273
C -1.35336 -1.06642 -2.02938
C 2.11055 -2.03724 2.53434
C 2.13792 -0.18495 3.75435
H -3.32839 -1.67069 -2.79958
C 2.10508 0.76389 4.82090
H -4.91540 0.19191 -3.79998
C 2.92639 -1.14919 1.95585
F -1.95416 -0.58538 0.84426
C -2.34758 1.49242 -2.21106
H 2.09495 0.24834 5.76624
H 2.31199 0.00875 -2.84747
O 2.86767 0.04999 2.63552
H -2.73686 2.52141 -2.30226
C -0.56993 -0.08084 -1.33860
H 1.28995 -1.94497 4.62722
B -1.44058 0.49504 0.15893
C -4.67109 0.68266 -2.86157
H 1.25753 1.42004 4.94455
H -5.35030 0.28497 -2.10721
H 3.14750 1.46332 -2.24451
C -1.04674 1.28861 -1.73485
H -0.97013 -2.10725 -2.16555
H 2.94979 1.41865 4.86555
C -2.64286 -0.84629 -2.48163
F 3.40351 -1.05926 0.73395
F -0.57784 1.24842 0.74601
C -3.22277 0.43668 -2.48659
O 1.75434 0.63845 -0.97503
H 1.79043 -2.97904 2.13340
H -0.35816 2.15282 -1.65364
C 0.88961 -0.34965 -0.84479

Energy above the lowest of the compared OMol25 structures with the same formula, charge and spin, kcal per mole: 0.00
M, g/mol: 284.086
E_HOMO, eV: -5.846
HOMO-LUMO gap, eV: 5.9
Multiplicity: 1

---

Entry 5:
A 2-piece molecular cluster, C2H6O2 overall, computed with ωB97M-V with the def2-TZVPD basis set.

Element x y z (Å)
H -1.85414 0.69881 -1.35822
H 1.95365 0.10673 0.33564
H -0.40243 0.34242 -1.53961
H -0.96965 -0.47053 1.34274
O -1.02000 1.08610 -1.64359
C 1.15537 -0.56255 0.65357
H -0.32073 1.05598 0.55191
H 1.44146 -1.40875 1.26853
O 0.20549 -0.84073 -0.35907
C -0.18902 -0.00749 0.74810

Energy above the lowest of the compared OMol25 structures with the same formula, charge and spin, kcal per mole: 38.27
M, g/mol: 62.068
E_HOMO, eV: -10.780
HOMO-LUMO gap, eV: 11.8
Multiplicity: 1
SMILES: C1CO1.O

---

- Which of these has the lowest M?
  C2H6O2

---

Repeat the fourth record exactly.
C14H16BF3O2 as an isolated structure, computed with ωB97M-V with the def2-TZVPD basis set.

Element x y z (Å)
H 1.26825 -1.36260 -0.85538
C 1.69924 -1.47202 3.75579
C 2.77924 0.47386 -1.99050
H 3.56681 -0.12970 -1.57459
H -4.86459 1.74526 -2.97273
C -1.35336 -1.06642 -2.02938
C 2.11055 -2.03724 2.53434
C 2.13792 -0.18495 3.75435
H -3.32839 -1.67069 -2.79958
C 2.10508 0.76389 4.82090
H -4.91540 0.19191 -3.79998
C 2.92639 -1.14919 1.95585
F -1.95416 -0.58538 0.84426
C -2.34758 1.49242 -2.21106
H 2.09495 0.24834 5.76624
H 2.31199 0.00875 -2.84747
O 2.86767 0.04999 2.63552
H -2.73686 2.52141 -2.30226
C -0.56993 -0.08084 -1.33860
H 1.28995 -1.94497 4.62722
B -1.44058 0.49504 0.15893
C -4.67109 0.68266 -2.86157
H 1.25753 1.42004 4.94455
H -5.35030 0.28497 -2.10721
H 3.14750 1.46332 -2.24451
C -1.04674 1.28861 -1.73485
H -0.97013 -2.10725 -2.16555
H 2.94979 1.41865 4.86555
C -2.64286 -0.84629 -2.48163
F 3.40351 -1.05926 0.73395
F -0.57784 1.24842 0.74601
C -3.22277 0.43668 -2.48659
O 1.75434 0.63845 -0.97503
H 1.79043 -2.97904 2.13340
H -0.35816 2.15282 -1.65364
C 0.88961 -0.34965 -0.84479

Energy above the lowest of the compared OMol25 structures with the same formula, charge and spin, kcal per mole: 0.00
M, g/mol: 284.086
E_HOMO, eV: -5.846
HOMO-LUMO gap, eV: 5.9
Multiplicity: 1